A) {"formula": "C24H68N4O12", "method": "ωB97M-V/def2-TZVPD", "elements": ["C", "O", "C", "C", "C", "N", "H", "H", "H", "H", "H", "H", "H", "H", "H", "H", "H", "C", "O", "C", "C", "C", "N", "H", "H", "H", "H", "H", "H", "H", "H", "H", "H", "H", "C", "O", "C", "C", "C", "N", "H", "H", "H", "H", "H", "H", "H", "H", "H", "H", "H", "C", "O", "C", "C", "C", "N", "H", "H", "H", "H", "H", "H", "H", "H", "H", "H", "H", "O", "C", "C", "O", "H", "H", "H", "H", "H", "H", "O", "C", "C", "O", "H", "H", "H", "H", "H", "H", "O", "C", "C", "O", "H", "H", "H", "H", "H", "H", "O", "C", "C", "O", "H", "H", "H", "H", "H", "H"], "coordinates": [[1.95, 17.27, 1.00], [1.60, 17.23, -0.38], [0.54, 16.34, -0.65], [0.26, 16.42, -2.15], [-0.93, 15.53, -2.52], [1.50, 16.14, -2.87], [2.34, 16.30, 1.32], [1.06, 17.54, 1.57], [2.73, 18.02, 1.09], [0.85, 15.31, -0.41], [-0.34, 16.54, -0.02], [-0.07, 17.42, -2.44], [-1.00, 15.51, -3.61], [-1.78, 16.15, -2.21], [-0.95, 14.56, -2.01], [2.28, 16.60, -2.42], [1.73, 15.15, -2.88], [-5.24, 16.09, -11.47], [-6.61, 15.88, -11.25], [-7.14, 14.97, -12.19], [-8.55, 14.62, -11.76], [-8.57, 13.65, -10.60], [-9.30, 14.09, -12.89], [-4.91, 16.20, -12.51], [-4.74, 15.17, -11.10], [-4.80, 16.92, -10.91], [-7.21, 15.40, -13.20], [-6.53, 14.06, -12.17], [-9.10, 15.49, -11.37], [-8.06, 14.07, -9.72], [-8.22, 12.64, -10.80], [-9.61, 13.59, -10.25], [-10.24, 13.80, -12.70], [-9.22, 14.66, -13.72], [-10.25, 11.41, -6.21], [-9.10, 10.62, -6.33], [-8.17, 10.79, -5.29], [-8.45, 9.91, -4.07], [-7.46, 10.22, -2.95], [-8.28, 8.47, -4.39], [-10.10, 12.43, -6.59], [-10.57, 11.53, -5.16], [-11.07, 10.95, -6.76], [-7.22, 10.44, -5.73], [-7.99, 11.82, -4.94], [-9.48, 10.08, -3.76], [-7.23, 11.29, -2.93], [-6.48, 9.77, -3.11], [-7.83, 9.92, -1.98], [-8.38, 8.34, -5.39], [-7.30, 8.25, -4.21], [-4.63, 16.99, -4.07], [-5.44, 16.10, -4.82], [-5.08, 15.97, -6.17], [-6.03, 15.00, -6.85], [-7.47, 15.45, -6.85], [-5.93, 13.67, -6.12], [-3.58, 16.71, -4.22], [-5.01, 16.95, -3.05], [-4.80, 18.02, -4.41], [-5.06, 16.94, -6.68], [-4.09, 15.49, -6.22], [-5.58, 14.81, -7.82], [-7.78, 15.73, -5.84], [-8.17, 14.73, -7.29], [-7.55, 16.34, -7.49], [-6.86, 13.43, -5.78], [-5.40, 13.89, -5.28], [-2.74, 20.96, -5.47], [-1.68, 20.72, -4.55], [-2.02, 19.67, -3.53], [-3.06, 20.14, -2.67], [-3.43, 21.41, -4.97], [-0.83, 20.34, -5.13], [-1.39, 21.65, -4.05], [-1.12, 19.34, -2.99], [-2.31, 18.72, -4.00], [-2.77, 19.99, -1.76], [-2.00, 19.28, -0.15], [-3.25, 19.01, 0.53], [-4.18, 18.29, -0.43], [-5.17, 19.13, -1.00], [-1.58, 20.00, 0.33], [-3.04, 18.41, 1.42], [-3.73, 19.94, 0.83], [-4.69, 17.43, 0.02], [-3.60, 17.86, -1.26], [-4.75, 19.59, -1.74], [-7.43, 21.11, -10.32], [-7.79, 19.95, -9.57], [-6.87, 18.78, -9.75], [-5.65, 18.86, -9.01], [-6.62, 21.49, -9.97], [-7.87, 20.22, -8.51], [-8.80, 19.69, -9.90], [-6.68, 18.52, -10.80], [-7.41, 17.91, -9.36], [-5.22, 19.69, -9.21], [0.42, 15.42, -6.06], [-0.34, 14.48, -6.80], [-1.25, 15.22, -7.74], [-0.52, 15.86, -8.78], [0.83, 15.01, -5.29], [0.34, 13.80, -7.32], [-0.96, 13.88, -6.12], [-1.80, 15.97, -7.17], [-1.93, 14.52, -8.22], [0.02, 16.55, -8.39]], "smiles": "COC[C@H](C)N.COC[C@H](C)N.COC[C@H](C)N.COC[C@H](C)N.OCCO.OCCO.OCCO.OCCO"}

---

B) {"formula": "C24H68N4O12", "method": "ωB97M-V/def2-TZVPD", "elements": ["C", "O", "C", "C", "C", "N", "H", "H", "H", "H", "H", "H", "H", "H", "H", "H", "H", "C", "O", "C", "C", "C", "N", "H", "H", "H", "H", "H", "H", "H", "H", "H", "H", "H", "C", "O", "C", "C", "C", "N", "H", "H", "H", "H", "H", "H", "H", "H", "H", "H", "H", "C", "O", "C", "C", "C", "N", "H", "H", "H", "H", "H", "H", "H", "H", "H", "H", "H", "O", "C", "C", "O", "H", "H", "H", "H", "H", "H", "O", "C", "C", "O", "H", "H", "H", "H", "H", "H", "O", "C", "C", "O", "H", "H", "H", "H", "H", "H", "O", "C", "C", "O", "H", "H", "H", "H", "H", "H"], "coordinates": [[-7.38, -4.47, -3.27], [-6.16, -3.87, -2.99], [-5.53, -4.39, -1.85], [-4.02, -4.07, -1.73], [-3.08, -4.75, -2.70], [-3.40, -4.43, -0.50], [-8.09, -4.39, -2.45], [-7.47, -5.52, -3.55], [-7.91, -3.83, -3.97], [-6.04, -3.97, -0.98], [-5.68, -5.47, -1.81], [-3.97, -2.99, -1.89], [-2.00, -4.66, -2.58], [-3.43, -4.32, -3.64], [-3.27, -5.82, -2.74], [-4.14, -4.41, 0.19], [-2.86, -3.60, -0.32], [1.46, -9.40, -4.24], [2.35, -8.57, -5.04], [1.89, -7.21, -5.04], [2.90, -6.13, -5.45], [2.43, -4.71, -5.34], [3.23, -6.33, -6.86], [1.63, -9.28, -3.17], [1.53, -10.45, -4.53], [0.42, -9.14, -4.46], [0.98, -7.21, -5.65], [1.53, -6.95, -4.04], [3.78, -6.30, -4.83], [2.19, -4.63, -4.28], [1.45, -4.66, -5.82], [3.05, -3.93, -5.77], [3.75, -7.15, -7.14], [3.81, -5.51, -7.01], [6.57, 4.11, -5.15], [5.20, 4.29, -5.27], [4.71, 4.34, -6.67], [3.37, 3.64, -6.78], [3.44, 2.16, -6.34], [2.91, 3.72, -8.15], [6.72, 4.17, -4.08], [7.17, 4.88, -5.63], [6.86, 3.10, -5.47], [4.59, 5.41, -6.84], [5.38, 3.76, -7.30], [2.55, 4.12, -6.25], [2.43, 1.76, -6.38], [3.86, 2.12, -5.33], [4.06, 1.57, -7.01], [3.51, 3.03, -8.58], [1.95, 3.41, -8.19], [-2.41, 3.05, 7.40], [-3.34, 3.70, 8.25], [-2.79, 4.38, 9.39], [-3.87, 4.84, 10.38], [-4.72, 3.63, 10.84], [-4.70, 5.74, 9.59], [-1.77, 3.79, 6.93], [-2.95, 2.45, 6.67], [-1.84, 2.35, 8.01], [-2.28, 3.62, 9.99], [-2.15, 5.25, 9.18], [-3.47, 5.40, 11.23], [-5.35, 4.05, 11.63], [-4.08, 2.88, 11.33], [-5.27, 3.20, 10.01], [-4.79, 5.35, 8.67], [-5.62, 5.85, 10.01], [0.60, 0.86, -1.55], [1.52, 0.18, -0.73], [1.81, 1.06, 0.56], [0.76, 1.24, 1.49], [-0.05, 1.29, -0.99], [1.13, -0.77, -0.38], [2.40, -0.01, -1.34], [2.13, 2.07, 0.27], [2.65, 0.59, 1.06], [0.82, 2.12, 1.86], [-2.85, -0.38, 0.87], [-3.95, 0.49, 0.52], [-3.68, 1.41, -0.73], [-2.67, 2.33, -0.30], [-2.06, 0.09, 1.15], [-4.88, -0.02, 0.28], [-4.14, 1.10, 1.41], [-4.48, 1.93, -1.25], [-3.31, 0.80, -1.55], [-2.99, 3.02, 0.29], [2.62, 7.28, 0.97], [1.53, 6.39, 0.72], [0.59, 6.00, 1.85], [1.19, 5.07, 2.77], [3.28, 7.24, 0.27], [1.01, 6.85, -0.12], [1.96, 5.49, 0.28], [-0.35, 5.65, 1.42], [0.38, 6.84, 2.50], [1.90, 5.65, 3.06], [2.70, -2.87, 6.00], [3.36, -1.68, 5.54], [4.62, -1.33, 6.35], [5.58, -2.34, 6.07], [2.39, -2.78, 6.90], [3.54, -1.87, 4.48], [2.61, -0.89, 5.56], [4.27, -1.14, 7.36], [4.95, -0.38, 5.95], [5.26, -3.17, 6.44]], "smiles": "COC[C@H](C)N.COC[C@H](C)N.COC[C@H](C)N.COC[C@H](C)N.OCCO.OCCO.OCCO.OCCO"}

---

Preferred: A); penalty for the next structure: 69.8 kcal/mol.